# 1
{
  "formula": "C4H8N3P",
  "method": "ωB97M-V/def2-TZVPD",
  "elements": ["P", "N", "N", "N", "C", "C", "C", "C", "H", "H", "H", "H", "H", "H", "H", "H"],
  "xyz": [[-1.930173, 0.904460, 0.974483], [1.002662, 1.017243, -0.236238], [0.731679, -1.183294, -0.333899], [2.164518, 0.412481, -0.780828], [2.008725, -0.857534, -0.777307], [0.235176, 0.017788, 0.024091], [-1.272679, 2.637311, 0.908978], [0.115653, -2.481727, -0.270696], [-2.078507, 3.106738, 0.437325], [-1.084777, 2.863593, 1.940681], [-0.339726, -2.737160, 0.731258], [2.804456, -1.370667, -1.228183], [-0.703427, -2.523335, -1.045185], [-2.181074, 0.626968, -0.369258], [-0.277082, 2.777906, 0.535196], [0.804576, -3.210770, -0.510418]],
  "atomic_forces_ev_per_a": [[3.57, -1.59, -0.92], [1.21, -1.24, -0.40], [1.29, -0.29, 0.36], [-0.03, 1.85, 0.50], [-1.24, 0.98, -0.17], [-3.64, 1.73, 1.64], [0.65, -2.14, 1.09], [-3.06, 0.91, 0.40], [-0.83, 1.66, -0.58], [-0.79, 0.60, 0.75], [0.59, 0.58, -0.99], [0.36, -1.73, -0.24], [0.70, -0.07, 0.84], [-0.55, 0.47, -0.49], [0.19, -0.22, -1.30], [1.59, -1.48, -0.47]],
  "e_tot_ev": -18033.1364,
  "e_homo_ev": -9.476,
  "fmax_ha_per_bohr": 0.085,
  "gap_ev": 9.152,
  "total_charge": 0
}



# 2
{
  "formula": "C4H8N4",
  "method": "ωB97M-V/def2-TZVPD",
  "elements": ["N", "N", "N", "N", "C", "C", "C", "C", "H", "H", "H", "H", "H", "H", "H", "H"],
  "xyz": [[0.931474, -0.868167, 0.975332], [-1.242340, -1.526026, -0.780488], [2.660948, -0.102830, -0.458384], [-1.712531, 0.885565, 0.104374], [1.404513, -0.068590, 0.043265], [0.662964, 1.251937, -0.133345], [-1.827672, -0.616197, 0.021804], [-0.628779, 1.572799, -0.023399], [-0.671462, 2.640661, -0.194460], [-2.446131, 1.425170, 0.604981], [1.250794, 2.058298, -0.385505], [1.187788, -1.854577, 0.864188], [3.262146, -1.033826, -0.312624], [-2.604874, -1.175540, 0.830913], [-0.280029, -1.111969, 0.916131], [-1.827237, -2.507702, -0.659415]],
  "atomic_forces_ev_per_a": [[-6.03, -4.48, 1.82], [-3.24, 0.94, 1.63], [-1.83, -1.73, 0.61], [-4.45, -5.31, 1.11], [4.44, 2.97, -2.32], [-0.13, -2.98, 0.32], [-2.02, -2.25, 0.37], [5.28, 2.51, -1.42], [-1.17, 0.18, 0.19], [0.34, -1.52, -0.52], [1.57, 1.36, -0.46], [0.84, 0.52, 0.16], [-2.25, 2.34, 0.13], [1.59, 2.58, -2.05], [5.05, 1.63, 0.41], [2.02, 3.25, 0.01]],
  "e_tot_ev": -10233.4325,
  "e_homo_ev": -8.090,
  "fmax_ha_per_bohr": 0.150,
  "gap_ev": 8.243,
  "total_charge": 0,
  "smiles": "[H]/N=C(N)/C=C\\N/C=N/[H]"
}



# 3
{
  "formula": "C4H8N4",
  "method": "ωB97M-V/def2-TZVPD",
  "elements": ["N", "N", "N", "N", "C", "C", "C", "C", "H", "H", "H", "H", "H", "H", "H", "H"],
  "xyz": [[-1.507102, 0.016701, -0.545026], [-3.869366, -0.592323, 0.197551], [1.266855, -0.198035, -0.040375], [0.689899, 0.988739, 0.225137], [2.510674, -0.561873, 0.682641], [2.508856, -0.105552, -0.714590], [-2.920992, 0.252379, 0.098623], [-0.568571, 0.933563, -0.059243], [2.720800, -0.866727, -1.373841], [2.790534, 1.080667, -0.777496], [-1.247671, -1.075377, -0.571999], [-3.003592, 1.298366, 0.291788], [2.806992, 0.191125, 1.468270], [-3.602924, -1.474265, -0.294104], [-1.085207, 1.748643, 0.440696], [2.510822, -1.636027, 0.971975]],
  "atomic_forces_ev_per_a": [[-1.35, -2.81, 1.55], [1.64, 0.58, -0.98], [0.49, -3.63, -0.76], [-2.22, 0.88, 0.07], [-0.70, 0.97, 1.99], [1.27, 4.21, 1.43], [1.84, -2.04, -2.03], [-0.44, 0.87, 2.00], [0.48, -0.80, -2.22], [-0.13, -3.31, -0.56], [-0.38, 3.49, 0.04], [-0.30, 0.52, 0.67], [-0.21, -1.06, -0.89], [-0.19, 0.53, 0.82], [-0.07, 0.59, -0.80], [0.27, 1.02, -0.31]],
  "e_tot_ev": -10233.8179,
  "e_homo_ev": -8.721,
  "fmax_ha_per_bohr": 0.090,
  "gap_ev": 9.782,
  "total_charge": 0,
  "smiles": "[H]/N=C\\N/C=N\\N1CC1"
}